[1]
Density functional theory data (the ωB97M-V functional and the def2-TZVPD basis) for a molecular structure, C4H11O3.

## Properties
LUMO in eV: 3.09
Kohn-Sham gap in eV: 6.3
HOMO energy in eV: -3.182

The geometry in ORCA input format:
```
! RIJCOSX wB97M-V def2-TZVPD def2/J DEFGRID3
* xyz -1 1
H 1.306 1.434 0.062
H 1.072 -0.063 -1.084
O 0.559 -0.956 -0.602
C 1.033 1.727 -0.970
C -0.755 -0.476 -0.558
H 0.363 -3.528 5.298
H -0.689 0.369 -2.455
O 1.120 -4.069 5.189
C -0.484 1.952 -1.023
H -0.988 -0.219 0.487
O 1.436 0.664 -1.794
H -2.173 0.768 -1.630
C -1.110 0.631 -1.482
H 1.588 2.638 -1.266
H -0.914 2.677 -1.742
H -0.859 2.305 -0.065
H -1.447 -1.334 -0.732
H 0.941 -4.522 4.365
*
```



[2]
Density functional theory data (the ωB97M-V functional and the def2-TZVPD basis) for 2 unconnected molecules or ions with the total composition C4H11O3.

## Properties
LUMO in eV: 4.22
Kohn-Sham gap in eV: 8.2
HOMO energy in eV: -3.989

The geometry in ORCA input format:
```
! RIJCOSX wB97M-V def2-TZVPD def2/J DEFGRID3
* xyz -1 1
O 0.227 -3.006 1.217
C -0.564 -1.078 -1.726
O 0.258 -0.633 0.487
H -0.916 -0.606 -2.652
H -1.350 -1.512 -1.138
O 0.980 1.836 1.071
H 0.273 -2.026 1.012
C -0.793 1.211 -0.621
H -0.833 2.681 1.070
H -0.972 1.680 -1.599
H -1.535 0.688 -0.015
H -0.670 -3.109 1.338
C 0.123 -0.069 -0.779
H 1.093 0.255 -1.225
H 0.873 0.793 1.128
C -0.127 2.296 0.302
H 0.195 3.120 -0.344
H 0.211 -1.804 -1.980
*
```



[3]
Density functional theory data (the ωB97M-V functional and the def2-TZVPD basis) for a molecular structure, C4H11O3.

## Properties
LUMO (alpha / beta) in eV: -1.68 / -3.24
<S²>: 0.754
Kohn-Sham gap (alpha / beta) in eV: 5.5 / 4.0
HOMO energy (alpha / beta) in eV: -7.213 / -7.202

The geometry in ORCA input format:
```
! RIJCOSX wB97M-V def2-TZVPD def2/J DEFGRID3
* xyz 0 2
O 2.288 -1.192 0.092
H 3.023 -1.786 -0.086
C 0.070 0.681 -0.192
H 0.125 -0.360 0.097
H 1.309 -2.269 0.397
H 1.947 0.834 -1.049
C -2.288 0.075 0.221
H -3.309 0.381 -0.025
C 1.239 1.475 -0.500
H 1.839 1.693 0.395
H -1.600 1.962 -0.891
H -2.200 0.077 1.316
C -1.252 1.160 -0.257
H -0.217 -2.411 0.325
H 1.044 2.454 -0.942
O -1.924 -1.137 -0.251
H -0.650 1.287 0.772
O 0.557 -2.926 0.577
*
```



[4]
Density functional theory data (the ωB97M-V functional and the def2-TZVPD basis) for a single C4H11P3 molecule.

## Properties
LUMO in eV: 0.48
Structure (SMILES): CC(C)(C)P1[PH]#[PH]1
Kohn-Sham gap in eV: 8.8
HOMO energy in eV: -8.329

The geometry in ORCA input format:
```
! RIJCOSX wB97M-V def2-TZVPD def2/J DEFGRID3
* xyz 0 1
P 1.376 0.076 0.808
C 0.457 0.776 -1.630
H -2.037 -0.455 -0.666
C -0.866 1.779 0.256
H 1.682 -1.068 3.172
H -1.520 2.081 -0.512
C -0.159 0.482 -0.194
H -0.708 -1.413 -1.236
C -1.045 -0.720 -0.499
H 0.789 1.729 -1.548
H 0.021 2.433 0.441
P 1.385 -2.204 0.693
H -0.476 0.639 -2.280
H -1.488 1.489 1.084
H -1.344 -1.410 0.346
P 0.487 -1.193 2.399
H 1.146 0.079 -1.868
H 2.299 -3.101 1.235
*
```



[5]
Density functional theory data (the ωB97M-V functional and the def2-TZVPD basis) for 2 unconnected molecules or ions with the total composition C4H11S.

## Properties
LUMO in eV: -5.92
Kohn-Sham gap in eV: 8.0
HOMO energy in eV: -13.951

The geometry in ORCA input format:
```
! RIJCOSX wB97M-V def2-TZVPD def2/J DEFGRID3
* xyz 1 1
C 2.727 -0.427 -0.155
S -0.710 0.578 1.062
H 3.150 -0.965 -1.122
H -2.416 -0.949 1.514
H -0.858 -1.682 0.980
H -2.674 1.791 0.301
H -1.249 2.360 -0.514
C 1.307 -0.223 -0.521
C -1.550 -0.932 0.802
H 0.743 -1.170 -0.351
C -1.701 1.487 -0.139
H -1.879 0.871 -1.090
H -2.010 -0.877 -0.135
H 3.252 0.552 -0.198
H 0.937 0.569 -1.120
H 2.930 -0.984 0.688
*
```



[6]
Density functional theory data (the ωB97M-V functional and the def2-TZVPD basis) for 2 unconnected molecules or ions with the total composition C4H12.

## Properties
LUMO (alpha / beta) in eV: 4.20 / 4.56
<S²>: 0.750
Kohn-Sham gap (alpha / beta) in eV: 2.6 / 12.6
HOMO energy (alpha / beta) in eV: 1.560 / -8.081

The geometry in ORCA input format:
```
! RIJCOSX wB97M-V def2-TZVPD def2/J DEFGRID3
* xyz -1 2
H -2.363 -0.501 -0.034
H 2.510 1.089 -2.378
H -1.150 0.619 0.426
H 0.670 0.344 -0.990
C -2.471 0.057 1.990
C 2.684 0.509 -1.553
H 2.899 1.194 -0.704
H 1.204 -1.028 -1.993
C -1.660 -0.260 0.726
H -3.296 0.720 1.723
H -2.899 -0.835 2.370
C 1.467 -0.342 -1.157
H -1.830 0.574 2.717
H 3.584 -0.162 -1.734
H -1.007 -1.059 0.821
H 1.658 -0.921 -0.231
*
```



[7]
Density functional theory data (the ωB97M-V functional and the def2-TZVPD basis) for 2 unconnected molecules or ions with the total composition C4H12.

## Properties
LUMO (alpha / beta) in eV: 4.27 / 4.43
<S²>: 0.750
Kohn-Sham gap (alpha / beta) in eV: 2.7 / 12.2
HOMO energy (alpha / beta) in eV: 1.532 / -7.760

The geometry in ORCA input format:
```
! RIJCOSX wB97M-V def2-TZVPD def2/J DEFGRID3
* xyz -1 2
C -1.715 -0.479 0.532
H 2.813 1.727 -1.432
H 0.859 2.280 0.255
H -0.779 -0.511 0.990
H -1.694 -2.107 -0.954
C 2.645 1.287 -0.520
H 3.314 1.860 0.146
H 1.088 0.529 0.789
H -2.392 -0.328 1.310
H -1.686 -2.749 0.692
C 1.142 1.265 -0.095
H -1.791 0.209 -0.264
C -2.091 -1.958 0.015
H 0.509 0.880 -0.890
H 3.021 0.201 -0.552
H -3.243 -2.107 -0.021
*
```



[8]
Density functional theory data (the ωB97M-V functional and the def2-TZVPD basis) for 2 unconnected molecules or ions with the total composition C4H12.

## Properties
LUMO (alpha / beta) in eV: 4.33 / 4.54
<S²>: 0.750
Kohn-Sham gap (alpha / beta) in eV: 2.8 / 11.6
HOMO energy (alpha / beta) in eV: 1.536 / -7.097

The geometry in ORCA input format:
```
! RIJCOSX wB97M-V def2-TZVPD def2/J DEFGRID3
* xyz -1 2
C -2.100 -0.303 1.112
C 1.374 1.271 -1.863
H -0.375 -1.501 0.756
H -0.234 -0.451 2.290
H -2.669 -1.014 0.509
H 1.741 -0.860 -1.246
H 0.284 1.395 -1.807
H -1.036 -1.928 2.276
H -2.740 0.134 1.862
C -0.886 -1.075 1.612
H -1.904 0.485 0.387
C 1.575 0.129 -0.823
H 2.676 0.314 -0.616
H 1.700 0.894 -2.836
H 1.951 2.183 -1.827
H 0.967 0.211 0.056
*
```



no.,largest force on an atom (eV Å⁻¹)
1,3.95
2,3.10
3,2.33
4,5.62
5,4.73
6,3.84
7,3.88
8,4.28